53
Properties=species:S:1:pos:R:3:forces:R:3:mulliken_charge:R:1 method="wB97M-V/def2-TZVPD" smiles="CC(=O)c1cc(CN2CCN(CCC(C)C)[C@H](CCO)C2)cs1" de_lowest_kcal_mol=25.3 multiplicity=1 gap_ev=8.05 lumo_ev=0.14 homo_ev=-7.91
C -1.875364 -2.072966 4.960952 -0.29 0.18 0.11 -1.44
C -1.490320 -0.745967 4.356654 -0.31 -0.13 0.20 0.81
O -2.188379 0.242072 4.433289 0.02 -0.07 0.01 -0.59
C -0.206975 -0.714373 3.657955 0.71 0.10 -0.42 0.42
C 0.356525 0.377772 3.046889 -0.24 -0.39 0.29 -1.11
C 1.602390 0.108118 2.442314 0.17 -0.17 -0.03 0.92
C 1.963968 -1.199447 2.607625 -0.27 -0.17 0.30 -0.57
S 0.814781 -2.109596 3.493266 -0.02 0.58 -0.16 -0.23
H 2.856767 -1.682166 2.259528 0.22 -0.06 -0.11 0.45
C 2.372232 1.097860 1.610501 0.05 -0.02 -0.03 -1.38
N 1.958719 1.136544 0.215668 0.05 0.10 -0.09 0.17
C 2.165121 -0.118305 -0.481402 -0.02 -0.08 -0.29 -0.12
C 1.896152 0.084766 -1.978803 0.18 -0.02 0.15 -1.33
N 0.608325 0.666387 -2.281039 -0.02 -0.06 0.02 0.39
C -0.468252 -0.240183 -2.606699 -0.03 -0.20 0.16 -1.36
H -0.115035 -0.849745 -3.443972 -0.12 0.02 -0.04 0.31
C -0.989588 -1.165794 -1.494483 -0.25 0.20 -0.33 0.22
H -1.260385 -0.557900 -0.628880 0.07 -0.03 0.08 0.05
H -0.199366 -1.856271 -1.190956 0.05 -0.04 0.12 0.18
C -2.222219 -1.975924 -1.909894 0.18 -0.17 0.20 0.63
C -2.805372 -2.684955 -0.687521 -0.03 0.20 -0.23 -1.59
H -3.696855 -3.245825 -0.958919 -0.11 -0.10 0.02 0.46
H -2.078165 -3.379351 -0.270541 0.09 -0.10 0.07 0.32
H -3.075582 -1.966757 0.083844 -0.03 0.04 0.12 0.38
C -1.894049 -2.998881 -2.994941 -0.15 0.28 0.05 -1.52
H -2.773725 -3.595230 -3.227208 -0.06 -0.10 -0.07 0.45
H -1.106311 -3.669882 -2.657743 0.12 -0.11 0.04 0.30
H -1.566437 -2.511546 -3.909254 0.06 -0.03 -0.15 0.38
H -2.976055 -1.282518 -2.300371 0.01 0.02 0.01 0.33
H -1.300216 0.370741 -2.971447 -0.03 -0.07 -0.07 0.26
C 0.304831 1.819707 -1.452162 0.18 0.29 -0.01 0.10
C 0.587973 1.582333 0.039240 -0.28 0.01 -0.05 -0.74
H -0.130702 0.846758 0.437534 0.06 0.05 -0.04 -0.26
H 0.449333 2.520403 0.578106 -0.02 -0.07 0.03 0.83
C 1.106271 3.026036 -1.973442 -0.47 0.18 0.25 -0.92
H 2.151179 2.906466 -1.681718 0.11 0.05 -0.09 0.14
H 1.048467 3.018336 -3.062528 0.03 -0.01 -0.04 0.39
C 0.601055 4.377884 -1.466734 0.19 -0.09 -0.57 -0.80
O 0.911163 4.635084 -0.116513 0.21 0.13 0.56 -0.53
H 1.862187 4.525036 -0.000567 -0.07 0.03 -0.01 0.34
H 1.021135 5.174915 -2.099067 -0.15 -0.09 0.03 0.34
H -0.488426 4.431164 -1.530211 0.03 0.02 -0.07 0.38
H -0.761282 2.041432 -1.567356 0.01 -0.01 0.00 0.52
H 2.668065 0.755618 -2.372365 0.10 -0.12 0.04 0.38
H 1.983295 -0.871146 -2.498286 0.03 0.01 -0.04 0.51
H 1.513212 -0.915604 -0.085085 0.07 0.04 -0.02 0.12
H 3.205238 -0.427520 -0.344083 0.01 -0.05 0.00 0.48
H 3.437495 0.848735 1.631125 -0.05 0.08 0.06 0.50
H 2.236778 2.101877 2.021359 0.09 -0.03 0.02 0.45
H -0.122299 1.340691 3.048151 -0.13 0.18 0.01 0.47
H -1.925300 -2.833147 4.183783 0.00 -0.10 -0.05 0.39
H -2.841667 -1.986092 5.450074 -0.01 0.00 0.00 0.34
H -1.124328 -2.379646 5.686336 0.06 -0.07 0.07 0.39

=====

17
Properties=species:S:1:pos:R:3:forces:R:3:mulliken_charge:R:1 method="wB97M-V/def2-TZVPD" de_lowest_kcal_mol=118.9 multiplicity=2 charge=-1 gap_ev="5.93 / 5.22" lumo_ev="4.26 / 4.17" homo_ev="-1.66 / -1.05"
C 0.885218 1.017917 0.067803 0.51 -0.93 -0.35 -0.49
C 0.599002 1.878190 1.237322 -1.13 -0.73 -0.41 -0.61
N -0.504625 1.013581 1.713686 -0.19 1.12 0.38 -0.35
C -0.181485 -0.105120 0.839304 2.44 -0.54 -0.58 0.42
C -0.087423 0.109973 -0.588477 -2.21 0.20 1.93 0.08
C -0.704769 -0.623623 -1.590756 0.72 -0.26 -0.93 -0.13
C -0.900729 -0.349498 -2.927916 0.79 0.01 0.81 -0.98
C 0.572774 -1.198493 1.572763 -0.04 -0.25 -0.54 -1.37
H 1.855611 0.530489 -0.091721 0.45 0.95 -0.24 0.20
H 0.311396 2.924899 1.099487 0.43 0.13 0.01 0.16
H -1.442262 1.403943 1.589499 -0.05 -0.14 -0.19 0.28
H -0.970294 -1.647038 -1.305869 -0.78 0.33 0.45 0.25
H -1.538609 -1.013458 -3.489950 0.30 0.04 -0.47 0.27
H -0.292271 0.454321 -3.325996 -0.61 0.19 -0.56 0.28
H 1.548074 -0.830996 1.909006 -0.26 0.30 0.54 0.34
H 0.870949 -1.996907 0.883224 -0.53 -0.21 0.06 0.31
H -0.020557 -1.568182 2.408591 0.18 -0.21 0.09 0.33

=====

108
Properties=species:S:1:pos:R:3:forces:R:3:mulliken_charge:R:1 method="wB97M-V/def2-TZVPD" multiplicity=2 charge=-2 gap_ev="3.82 / 3.72" lumo_ev="3.24 / 3.24" homo_ev="-0.58 / -0.48"
V -1.665375 0.384722 1.286556 1.23 -1.58 0.72 0.62
C -2.094966 2.396285 4.959940 -0.02 0.06 0.08 -1.67
C -2.514658 1.451048 3.872769 0.06 -0.22 -0.30 1.09
O -1.877585 1.590147 2.758256 -0.04 1.09 0.87 -0.35
C -3.508806 0.533985 4.086914 0.06 -0.06 -0.06 -1.61
C -4.019862 -0.333060 3.066088 -0.02 -0.08 -0.03 1.46
C -5.266662 -1.121059 3.346240 -0.02 0.00 0.04 -1.54
N -3.446607 -0.411535 1.906283 -0.66 -0.33 -0.17 1.02
N -4.118866 -1.176453 0.933890 0.01 0.01 0.30 -1.12
C -3.535371 -0.948283 -0.205624 0.10 0.51 0.09 0.18
O -2.529900 -0.150838 -0.334934 -1.17 -0.46 -1.06 0.05
C -4.118928 -1.546927 -1.435500 0.14 -0.10 -0.06 -0.02
C -3.658625 -1.116583 -2.675500 0.05 -0.04 -0.07 0.05
C -4.188999 -1.651093 -3.843428 0.00 0.00 0.04 -0.86
C -5.175819 -2.624903 -3.778869 0.00 -0.01 0.05 -0.36
C -5.630015 -3.065119 -2.538819 0.03 0.01 0.01 -0.76
C -5.105088 -2.529424 -1.372015 -0.02 0.01 -0.02 -0.22
H -2.248324 3.424384 4.623183 0.03 -0.02 0.01 0.30
H -2.654239 2.226209 5.879686 0.02 0.02 0.00 0.37
H -1.028916 2.265154 5.157029 0.00 0.01 0.01 0.28
H -3.985944 0.507559 5.055457 -0.02 -0.02 0.04 0.21
H -5.552914 -1.018663 4.392817 -0.01 0.00 -0.02 0.43
H -6.078532 -0.773283 2.706730 -0.05 -0.01 0.00 0.27
H -5.105956 -2.171674 3.104732 -0.02 0.00 0.00 0.31
H -2.869584 -0.375144 -2.704683 -0.04 -0.02 0.00 0.31
H -3.820726 -1.314812 -4.805784 0.01 0.00 0.03 0.41
H -5.584725 -3.047893 -4.689735 0.01 0.00 0.02 0.39
H -6.391558 -3.835103 -2.484029 0.01 0.02 0.00 0.37
H -5.441817 -2.858135 -0.396747 0.00 0.01 -0.04 0.46
Br 6.594800 9.779226 -3.273778 -0.02 -0.01 0.02 -0.25
C 5.447944 8.411347 -2.599492 0.05 0.00 0.00 0.15
C 4.121246 8.378211 -2.991488 -0.09 -0.07 0.04 -0.61
C 3.291587 7.375560 -2.512847 -0.05 0.11 -0.09 -0.21
C 3.774634 6.397220 -1.638733 0.29 0.02 -0.08 -0.11
C 5.119699 6.456757 -1.268230 0.05 -0.04 0.03 -0.17
C 5.958268 7.456479 -1.738454 -0.04 -0.07 0.06 -0.49
N 3.011752 5.329475 -1.126194 0.82 0.26 0.04 -0.34
N 1.779614 5.519936 -1.307109 -0.78 -0.11 0.01 -0.17
C 0.883448 4.604005 -0.875859 -0.32 -0.05 -0.02 -0.47
C -0.457672 4.992237 -1.102704 0.04 -0.03 0.02 0.15
C -1.544743 4.260481 -0.724844 0.01 0.04 -0.04 -1.48
C -1.374579 3.009350 -0.063890 0.23 0.20 -0.05 0.96
O -2.319481 2.293232 0.306339 0.03 -0.40 0.08 -0.40
C 0.012122 2.558483 0.149403 -0.19 0.05 0.08 -0.40
N 0.112488 1.329145 0.710748 0.36 0.50 -0.18 0.86
C 1.314566 0.813968 0.907076 0.11 -0.08 -0.01 -0.83
C 2.477458 1.508701 0.576297 -0.08 -0.05 0.00 -1.49
C 2.389484 2.757286 0.014148 0.15 0.12 -0.06 -0.77
C 1.121139 3.324135 -0.235163 0.17 0.13 -0.06 1.18
H 3.740934 9.129293 -3.670129 -0.03 0.00 -0.02 0.37
H 2.253755 7.331146 -2.812753 0.03 0.02 0.00 0.36
H 5.494193 5.694688 -0.594658 0.01 0.03 -0.02 0.39
H 6.995814 7.493598 -1.436486 0.02 -0.02 0.00 0.38
H -0.596093 5.940465 -1.611085 0.05 0.00 0.03 0.43
H -2.553391 4.598445 -0.921846 -0.01 -0.02 0.02 0.44
H 1.350275 -0.188323 1.307899 -0.06 0.04 0.06 0.86
H 3.437075 1.042869 0.757084 0.00 -0.03 -0.01 0.51
H 3.274057 3.316764 -0.253417 -0.11 -0.09 0.03 0.51
N 0.747090 -4.768048 5.423626 0.28 0.50 0.12 -0.43
C 1.010993 -3.401870 5.578172 0.27 -0.52 0.41 0.31
S 1.992542 -2.921035 6.883157 -0.35 -0.20 -0.43 -0.50
C 0.402483 -2.540434 4.634887 -0.28 0.50 -0.46 0.72
C 0.678853 -1.144011 4.566079 -0.14 -0.52 0.06 -1.39
C 0.077753 -0.365624 3.622535 0.06 0.19 0.19 -0.53
N -0.812039 -0.825070 2.688945 -0.14 0.93 -0.27 1.44
C -1.090296 -2.149804 2.753544 -0.10 -0.62 -0.19 -0.84
C -0.538571 -3.003765 3.664023 0.26 0.24 0.18 -1.04
H 1.361172 -5.330076 5.989415 0.02 -0.04 0.05 0.24
H 0.662724 -5.093489 4.471575 -0.05 0.03 0.04 0.20
H 1.379306 -0.711590 5.266644 0.02 0.03 -0.02 0.37
H 0.303879 0.691329 3.575925 -0.03 0.02 -0.06 0.53
H -1.782132 -2.516194 2.007883 0.00 0.01 0.02 0.15
H -0.853283 -4.038576 3.645671 -0.09 0.03 -0.03 0.29
O -0.458235 -1.486989 0.170722 0.07 0.21 -0.01 0.30
Si 0.509701 -2.013582 -0.944542 -0.08 -0.11 0.00 -0.76
C 2.320517 -2.095693 -0.350911 0.14 0.03 0.01 0.73
C 3.417883 -1.584856 -1.052057 -0.04 -0.10 0.07 -0.27
C 4.701425 -1.609383 -0.510319 -0.05 0.00 0.03 -0.67
C 4.910868 -2.136117 0.757980 -0.09 -0.01 -0.04 -0.52
C 3.832893 -2.639961 1.480936 0.00 0.03 -0.06 -0.56
C 2.558747 -2.620725 0.928014 0.00 0.05 -0.04 -0.29
C 0.096020 -3.782369 -1.509406 0.03 -0.13 -0.02 0.46
C 1.066714 -4.729580 -1.852695 -0.10 0.01 0.00 -0.22
C 0.715463 -6.002314 -2.294463 -0.06 0.04 0.01 -0.78
C -0.624227 -6.355780 -2.397661 0.03 0.08 0.03 -0.49
C -1.607207 -5.432397 -2.056168 0.06 0.00 -0.01 -0.66
C -1.247495 -4.164602 -1.617170 0.04 0.05 0.01 -0.40
C 0.535822 -1.000758 -2.552248 -0.07 0.17 0.00 0.05
C 1.142139 -1.433054 -3.735452 -0.01 0.05 0.00 -0.47
C 1.159400 -0.635333 -4.874655 -0.03 0.00 0.06 -0.71
C 0.560395 0.619885 -4.855514 0.01 -0.04 0.04 -0.70
C -0.064340 1.064835 -3.697087 0.01 -0.07 0.04 -0.93
C -0.077442 0.257580 -2.562728 0.06 -0.02 -0.09 0.15
H 3.265864 -1.143011 -2.032665 0.01 -0.01 0.05 0.36
H 5.533952 -1.197069 -1.071880 -0.02 -0.02 0.02 0.34
H 5.905422 -2.146731 1.187531 0.02 0.01 0.01 0.34
H 3.982032 -3.027639 2.482298 0.00 -0.01 -0.01 0.46
H 1.716886 -2.986455 1.513846 0.05 0.03 -0.04 0.34
H 2.118864 -4.470646 -1.763149 -0.05 -0.01 0.00 0.36
H 1.485641 -6.720597 -2.553576 0.01 0.00 0.00 0.38
H -0.901897 -7.346535 -2.738147 0.00 -0.02 -0.01 0.34
H -2.654833 -5.702208 -2.131512 0.00 0.02 0.00 0.45
H -2.020688 -3.449171 -1.346684 0.06 -0.06 -0.01 0.38
H 1.606401 -2.415672 -3.770568 -0.01 0.03 -0.01 0.37
H 1.638371 -0.992355 -5.779510 0.01 0.00 -0.01 0.40
H 0.579209 1.245629 -5.741092 0.00 -0.01 0.01 0.36
H -0.541823 2.038918 -3.672187 0.01 -0.02 0.01 0.49
H -0.593938 0.589303 -1.670104 0.00 -0.02 -0.01 0.43

=====

11
Properties=species:S:1:pos:R:3:forces:R:3:mulliken_charge:R:1 method="wB97M-V/def2-TZVPD" de_lowest_kcal_mol=61.3 multiplicity=1 gap_ev=10.19 lumo_ev=0.08 homo_ev=-10.11
C -0.665648 1.961822 0.499631 -0.01 -0.97 -0.15 0.41
C -0.548807 0.781013 0.320089 -0.55 1.12 0.21 -0.53
C -0.458375 -0.643979 0.145457 -0.24 -0.46 0.02 0.38
N -1.596048 -1.243111 -0.230293 -0.09 -0.17 -0.06 -0.35
O 0.583138 -1.258896 0.354317 -0.38 -0.54 -0.04 -0.58
O 3.403689 -0.549038 0.196781 -0.37 -0.01 0.14 -0.49
O 1.820986 0.645655 -1.222148 0.10 -0.14 0.41 -0.46
S 2.214702 0.256956 0.115245 1.46 0.58 -0.68 0.75
H -0.735434 3.001642 0.640595 -0.03 0.52 0.08 0.41
H -2.427789 -0.714325 -0.429492 0.08 0.03 0.04 0.22
H -1.590415 -2.237735 -0.390182 0.04 0.04 0.01 0.24

=====

8
Properties=species:S:1:pos:R:3:forces:R:3:mulliken_charge:R:1 method="wB97M-V/def2-TZVPD" de_lowest_kcal_mol=0.0 multiplicity=1 gap_ev=7.05 lumo_ev=-1.17 homo_ev=-8.22
C 0.906535 0.736379 -0.403888 0.23 -0.51 -1.70 -0.54
C 0.373248 -0.722690 -0.794082 1.15 0.44 -0.64 0.02
C -0.444442 0.185207 -0.264028 0.52 1.23 1.94 0.68
C -1.321098 0.228526 1.022631 -0.88 -0.85 0.18 -0.42
O -1.639346 -0.988938 1.296677 1.05 -0.86 -1.92 -0.26
Be -0.632802 -1.719759 -0.050129 -1.27 1.44 2.01 0.11
H 1.674141 0.793516 0.379986 -0.74 -0.20 0.07 0.21
H 1.083764 1.487759 -1.187166 -0.06 -0.69 0.07 0.20

=====

What did the fourth record say?
11
Properties=species:S:1:pos:R:3:forces:R:3:mulliken_charge:R:1 method="wB97M-V/def2-TZVPD" de_lowest_kcal_mol=61.3 multiplicity=1 gap_ev=10.19 lumo_ev=0.08 homo_ev=-10.11
C -0.665648 1.961822 0.499631 -0.01 -0.97 -0.15 0.41
C -0.548807 0.781013 0.320089 -0.55 1.12 0.21 -0.53
C -0.458375 -0.643979 0.145457 -0.24 -0.46 0.02 0.38
N -1.596048 -1.243111 -0.230293 -0.09 -0.17 -0.06 -0.35
O 0.583138 -1.258896 0.354317 -0.38 -0.54 -0.04 -0.58
O 3.403689 -0.549038 0.196781 -0.37 -0.01 0.14 -0.49
O 1.820986 0.645655 -1.222148 0.10 -0.14 0.41 -0.46
S 2.214702 0.256956 0.115245 1.46 0.58 -0.68 0.75
H -0.735434 3.001642 0.640595 -0.03 0.52 0.08 0.41
H -2.427789 -0.714325 -0.429492 0.08 0.03 0.04 0.22
H -1.590415 -2.237735 -0.390182 0.04 0.04 0.01 0.24